Version w
ORCA calculation (ωB97M-V with the def2-TZVPD basis set) on the molecule C3H3NO3.

```
10
Properties=species:S:1:pos:R:3
C 0.4816 -0.3650 -0.4671
C -0.8435 -1.0671 -0.2205
C 1.1883 0.4105 0.8615
N 0.5520 1.0480 -0.0479
O 1.9893 0.0174 1.6336
O -1.7468 -0.2049 0.0254
O -0.5807 1.9148 -0.2246
H 1.2738 -0.6911 -1.1549
H -1.0439 -2.2135 -0.1301
H -1.2700 1.1507 -0.2755
```

Properties
E_LUMO: -0.363 eV
2S+1: 1



Version x
ORCA calculation (ωB97M-V with the def2-TZVPD basis set) on the molecule C3H3NO3.

```
10
Properties=species:S:1:pos:R:3
N -0.5551 1.3938 -0.4541
C -0.5273 0.2127 -0.0407
O 0.5191 -0.7101 -0.0155
C 1.8098 -0.3027 0.0485
O 2.1934 0.8320 0.0832
C -1.8090 -0.5072 0.3123
O -2.2055 -1.3110 -0.4903
H 0.3533 1.7298 -0.7641
H 2.4533 -1.1922 0.0762
H -2.3769 -0.2729 1.2348
```

Properties
E_LUMO: 0.199 eV
2S+1: 1



Version y
ORCA calculation (ωB97M-V with the def2-TZVPD basis set) on the molecule C3H3NO3.

```
10
Properties=species:S:1:pos:R:3
N 0.3455 -1.3479 -0.7105
C 0.4416 -0.2859 -0.0614
O -0.4146 0.8278 -0.0373
C -1.7350 0.5824 0.1059
O -2.2393 -0.5048 0.1189
C 1.7781 0.1105 0.4962
O 2.1841 0.8059 -0.4031
H -0.5962 -1.5176 -1.0394
H -2.2635 1.5354 0.2354
H 2.4994 -0.2060 1.2953
```

Properties
E_LUMO: 0.194 eV
2S+1: 1



It is version x that is the most stable of them.